14
Properties=species:S:1:pos:R:3 method="wB97M-V/def2-TZVPD" e_tot_ev=-9845.5810 relative_energy_kcal_mol=39.17 e_homo_ha=-0.360 total_charge=0 smiles="C/N=C1/COCO1" multiplicity=1
H -0.947 -1.172 1.678
H -0.791 2.061 -1.991
C 1.598 -1.142 0.427
H -1.607 2.793 -0.609
C -0.330 -0.067 -0.049
H 2.027 -0.838 1.394
C -0.826 2.082 -0.895
C -0.635 -1.373 0.643
N -1.195 0.785 -0.366
H -1.418 -1.935 0.132
O 0.582 -2.089 0.582
H 0.141 2.447 -0.527
O 1.027 0.006 -0.197
H 2.373 -1.559 -0.221



14
Properties=species:S:1:pos:R:3 method="wB97M-V/def2-TZVPD" e_tot_ev=-9841.7483 relative_energy_kcal_mol=127.56 e_homo_ha=-0.280 total_charge=0 multiplicity=1
H 0.896 1.677 -0.981
H -1.804 2.361 0.042
C 0.243 -2.520 -0.685
H -0.823 -2.209 -0.758
C 1.241 -0.103 0.482
O 0.997 -2.393 -1.616
H 1.724 0.638 1.147
C -0.496 0.874 0.457
H 0.207 0.088 -1.480
O -0.334 -0.078 1.273
H -1.627 1.961 1.702
N -1.231 1.960 0.771
C 0.480 0.725 -0.632
H 0.527 -2.980 0.278



14
Properties=species:S:1:pos:R:3 method="wB97M-V/def2-TZVPD" e_tot_ev=-9843.7137 relative_energy_kcal_mol=82.23 e_homo_ha=-0.361 total_charge=0 multiplicity=1
C 1.317 0.527 0.960
H 1.984 -0.208 1.399
N 0.516 -1.259 -0.573
H -0.457 1.545 -1.260
H 1.514 -2.820 -0.504
H -2.822 0.636 -1.244
H 0.695 0.972 1.738
H 1.917 1.329 0.522
C -0.719 0.745 -0.564
C -2.085 0.232 -0.552
O 1.606 -1.959 -0.077
O -1.637 1.140 0.448
H -2.252 -0.791 -0.220
C 0.423 -0.088 -0.074



14
Properties=species:S:1:pos:R:3 method="wB97M-V/def2-TZVPD" e_tot_ev=-9844.7035 relative_energy_kcal_mol=59.41 e_homo_ha=-0.354 total_charge=0 smiles="C[C@@]1(C(N)=O)CO1" multiplicity=1
O 0.536 0.449 -1.639
O -0.648 1.076 1.449
C -0.914 0.369 0.486
H 0.585 2.167 -0.330
H 1.033 -1.396 1.071
C 1.082 1.212 -0.290
H 2.071 1.221 0.197
N -2.143 -0.103 0.209
C 0.295 0.014 -0.347
H -2.899 0.237 0.786
H 0.407 -2.135 -0.438
H 1.968 -1.306 -0.450
H -2.336 -0.511 -0.690
C 0.963 -1.294 -0.014



14
Properties=species:S:1:pos:R:3 method="wB97M-V/def2-TZVPD" e_tot_ev=-9845.2089 relative_energy_kcal_mol=47.75 e_homo_ha=-0.362 total_charge=0 smiles="NC(=O)C[C@H]1CO1" multiplicity=1
H 0.096 -1.840 0.884
C 0.581 0.255 1.048
C -0.916 -0.662 -0.617
C -1.421 0.555 -1.304
H -0.941 1.536 -1.300
H 2.692 0.297 1.000
H -1.734 -1.293 -0.272
C 0.372 -0.995 0.237
N 1.832 0.751 1.253
H -2.499 0.625 -1.506
O -0.402 0.877 1.413
H 1.846 1.739 1.451
H 1.290 -1.339 -0.273
O -0.795 -0.506 -2.014



14
Properties=species:S:1:pos:R:3 method="wB97M-V/def2-TZVPD" e_tot_ev=-9843.7251 relative_energy_kcal_mol=81.97 e_homo_ha=-0.330 total_charge=0 multiplicity=1
N 0.797 0.587 0.642
C -0.595 0.948 0.346
O 0.685 -1.247 -0.686
H 1.359 1.263 1.137
C 0.813 -1.471 -1.974
H -1.421 -0.688 1.513
H -1.606 -0.899 -0.234
H -2.618 0.274 0.617
C -1.616 -0.164 0.572
H 1.660 -0.818 -2.306
H -0.668 1.324 -0.683
H -0.819 1.789 1.008
C 1.537 -0.343 0.008
O 2.730 -0.484 0.023



14
Properties=species:S:1:pos:R:3 method="wB97M-V/def2-TZVPD" e_tot_ev=-9845.1746 relative_energy_kcal_mol=48.54 e_homo_ha=-0.317 total_charge=0 smiles="C=C(N)OCC=O" multiplicity=1
H -0.189 1.614 -0.544
C 1.260 -0.483 0.594
H -1.662 1.718 0.234
C 2.173 0.131 -0.444
C -1.036 -0.175 -0.027
C -2.237 -0.734 -0.194
H -3.117 -0.110 -0.320
H -2.334 -1.814 -0.204
H 1.074 0.249 1.385
H 1.765 -1.339 1.046
O 3.218 0.669 -0.187
O 0.080 -0.968 -0.018
N -0.794 1.199 0.165
H 1.798 0.042 -1.486



14
Properties=species:S:1:pos:R:3 method="wB97M-V/def2-TZVPD" e_tot_ev=-9844.0893 relative_energy_kcal_mol=73.57 e_homo_ha=-0.356 total_charge=0 smiles="N[C@@H](C=O)CC=O" multiplicity=1
C 1.539 -1.301 -0.263
O -1.479 1.295 -1.716
C 0.699 -0.166 -0.772
O 2.473 -1.141 0.478
C -0.534 0.120 0.181
H -0.266 -0.030 2.308
H -2.277 1.091 0.145
H 1.386 0.761 -0.571
H 1.457 -2.178 -1.038
N -0.073 0.574 1.547
H -0.826 1.196 1.734
C -1.491 0.983 -0.572
H 0.433 -0.235 -1.826
H -1.042 -0.969 0.363



15
Properties=species:S:1:pos:R:3 method="wB97M-V/def2-TZVPD" e_tot_ev=-20679.3059 relative_energy_kcal_mol=79.11 e_homo_ha=-0.364 total_charge=0 smiles="C[C@H]1C=CS(=O)(=O)N1" multiplicity=1
C -0.468 -1.421 0.678
H 1.795 2.025 0.501
H -1.885 -0.012 0.849
H -1.319 -2.015 0.245
H -0.083 1.142 2.168
O 1.663 -0.715 -1.314
H 0.333 -1.709 0.015
C 1.030 1.343 0.254
S 0.964 0.532 -1.358
H -0.178 -1.607 1.689
C 0.065 0.911 1.097
H -1.444 -0.107 -1.600
C -0.848 -0.041 0.339
O 1.103 1.403 -2.554
N -0.727 0.273 -1.010



15
Properties=species:S:1:pos:R:3 method="wB97M-V/def2-TZVPD" e_tot_ev=-20675.0257 relative_energy_kcal_mol=177.81 e_homo_ha="-0.300 / -0.367" total_charge=0 multiplicity=1
H 4.292 0.124 -0.543
H -3.174 0.752 1.304
H -3.218 1.274 -0.191
O -0.719 0.140 1.814
H 1.678 -2.824 -0.797
H -0.705 1.922 -1.206
S -1.278 0.307 0.493
N -2.632 1.358 0.652
C -0.156 1.165 -0.497
C 3.340 -0.326 -0.436
O -1.835 -0.874 -0.125
C 1.275 -1.898 -0.342
C 2.284 -0.976 -0.381
H 0.291 -1.678 0.049
H 0.557 1.533 0.206



15
Properties=species:S:1:pos:R:3 method="wB97M-V/def2-TZVPD" e_tot_ev=-20678.3790 relative_energy_kcal_mol=100.48 e_homo_ha=-0.320 total_charge=0 multiplicity=1
H 2.946 1.317 0.790
H 1.678 -0.013 -0.982
H 2.603 2.104 -0.542
H 1.375 2.409 0.719
C -1.303 0.413 -0.194
H 1.057 -0.293 0.586
H -2.227 -3.201 0.339
S -2.690 1.434 -0.080
H -2.038 -1.166 0.887
N -1.494 -0.955 0.091
C 1.130 0.486 -0.159
C 1.981 1.659 0.289
O -0.173 1.016 -0.574
C -1.110 -2.031 -0.695
O -1.734 -3.179 -0.473



15
Properties=species:S:1:pos:R:3 method="wB97M-V/def2-TZVPD" e_tot_ev=-11889.6081 relative_energy_kcal_mol=130.74 e_homo_ha=-0.331 total_charge=0 smiles="NO[C@@]1(C=O)C[C@@H]1O" multiplicity=1
C -0.023 0.001 0.091
C -1.161 -0.158 -0.968
O 0.568 1.480 -1.895
H -0.932 1.983 -0.452
H 0.593 2.371 -1.959
N -0.092 -0.574 2.507
H 0.813 -0.266 2.756
O -0.371 0.356 1.423
H 1.111 -1.338 -1.122
H -0.069 -1.550 2.169
C -0.375 1.120 -0.903
O 1.882 -1.280 0.816
C 1.122 -0.999 -0.084
H -2.183 -0.253 -0.787
H -0.885 -0.893 -1.592



15
Properties=species:S:1:pos:R:3 method="wB97M-V/def2-TZVPD" e_tot_ev=-11892.4155 relative_energy_kcal_mol=66.00 e_homo_ha=-0.342 total_charge=0 multiplicity=1
H 0.395 -0.120 1.751
H -1.997 1.547 0.741
H 1.047 -1.295 0.473
N -1.982 0.825 0.015
C -0.883 0.233 -0.102
H 0.288 2.563 1.149
C 0.231 -1.721 -1.190
O 1.164 -1.964 -0.270
C 0.348 0.651 0.960
H -1.450 -0.744 -1.912
H 1.701 0.442 -0.454
C -0.662 -0.713 -1.175
O -0.059 1.803 1.632
O 1.600 0.929 0.380
H 0.260 -2.436 -1.999



15
Properties=species:S:1:pos:R:3 method="wB97M-V/def2-TZVPD" e_tot_ev=-11894.7785 relative_energy_kcal_mol=11.51 e_homo_ha=-0.361 total_charge=0 smiles="CC(=O)NCC(=O)O" multiplicity=1
C 0.868 1.606 1.110
O 0.192 2.420 -1.036
H 0.093 1.180 1.750
C 0.451 1.472 -0.326
N 0.440 0.194 -0.853
O -1.916 -1.170 0.769
H 0.238 0.211 -1.842
C -1.138 -1.468 -0.092
H 1.028 -1.795 -0.512
H 0.883 2.659 1.359
H 1.816 1.104 1.330
O -1.473 -2.145 -1.206
H -2.422 -2.340 -1.209
H 0.620 -0.877 0.891
C 0.319 -1.051 -0.132



15
Properties=species:S:1:pos:R:3 method="wB97M-V/def2-TZVPD" e_tot_ev=-11889.2318 relative_energy_kcal_mol=139.42 e_homo_ha=-0.314 total_charge=0 multiplicity=1
O 0.844 1.431 1.272
C -2.015 -0.097 0.391
H 0.206 -2.311 0.629
O -0.241 -0.892 -1.108
N 0.447 0.496 0.315
O -0.390 -1.686 1.064
H 2.237 0.641 -2.505
C 1.135 0.302 -0.771
C 2.248 0.457 -1.442
C -0.637 -0.669 0.154
H 3.196 0.395 -0.924
H -2.750 -0.853 0.112
H -2.159 0.152 1.443
H 0.039 1.855 1.605
H -2.161 0.781 -0.236



15
Properties=species:S:1:pos:R:3 method="wB97M-V/def2-TZVPD" e_tot_ev=-11893.4798 relative_energy_kcal_mol=41.46 e_homo_ha=-0.381 total_charge=0 multiplicity=1
H -1.919 0.733 1.032
C -0.043 -1.530 0.464
O -0.119 -2.691 0.180
H 1.033 -1.510 -2.012
C -1.060 1.390 1.146
H 0.793 0.223 -2.384
H 1.929 -0.258 -1.107
O 0.080 -0.890 1.567
H -0.999 -0.385 -1.011
C 0.986 -0.503 -1.596
H -1.167 2.272 0.512
C 0.230 0.710 0.802
N -0.076 -0.428 -0.583
O 1.330 1.157 0.805
H -0.998 1.709 2.186



15
Properties=species:S:1:pos:R:3 method="wB97M-V/def2-TZVPD" e_tot_ev=-11891.0731 relative_energy_kcal_mol=96.96 e_homo_ha=-0.309 total_charge=0 smiles="C=C(O)[C@@H](O)C(N)=O" multiplicity=1
O 0.098 0.051 1.993
H 2.044 -0.646 -1.673
H -1.759 1.067 -0.072
C 0.188 -0.667 0.761
H 1.272 0.761 -2.416
H -1.521 0.133 -1.578
N -1.688 0.191 -0.581
O 0.924 1.726 0.261
C 1.399 0.206 -1.492
H 0.802 -1.563 0.824
C 0.837 0.516 -0.332
C -1.166 -0.880 0.160
H 0.706 1.575 1.216
O -1.791 -1.928 0.302
H -0.344 -0.542 2.626



15
Properties=species:S:1:pos:R:3 method="wB97M-V/def2-TZVPD" e_tot_ev=-11892.3078 relative_energy_kcal_mol=68.48 e_homo_ha=-0.361 total_charge=0 multiplicity=1
H 0.381 -0.564 -2.783
C 1.359 0.479 1.323
O -1.362 0.904 -1.575
C 0.753 -0.881 -1.824
H -1.553 1.830 -1.393
N 0.318 -0.132 0.511
H 1.261 -1.830 -1.760
H 1.070 1.502 1.581
H 2.320 0.492 0.802
C 0.381 -0.268 -0.738
H 1.452 -0.104 2.240
O -2.179 -0.424 0.569
O -1.053 -0.838 2.506
H -1.846 0.387 -0.847
C -1.302 -0.556 1.389



15
Properties=species:S:1:pos:R:3 method="wB97M-V/def2-TZVPD" e_tot_ev=-11888.1677 relative_energy_kcal_mol=163.96 e_homo_ha="-0.306 / -0.306" total_charge=0 multiplicity=1
H 0.295 0.691 1.796
H -0.547 -1.847 -1.456
H -1.332 -2.678 -0.047
H -0.959 2.286 0.054
H 0.292 -2.052 0.068
C -0.703 -1.939 -0.402
H 0.539 1.975 -1.035
C -1.286 -0.695 -0.175
H 0.631 2.780 0.662
O 1.659 -1.088 0.898
C 0.209 1.991 0.034
O -2.206 0.066 -0.256
C 0.452 0.757 0.690
N 1.345 -0.141 0.159
O 1.612 -0.106 -0.989



15
Properties=species:S:1:pos:R:3 method="wB97M-V/def2-TZVPD" e_tot_ev=-11884.9992 relative_energy_kcal_mol=0.00 e_homo_ha="-0.584 / -0.584" total_charge=+1 multiplicity=2
C 0.652 1.151 1.038
C 0.506 0.890 -1.484
H 0.735 0.433 -2.441
H -0.463 1.384 -1.482
O -1.595 -2.239 0.925
H -0.053 0.832 1.841
H 1.174 1.763 -1.425
H 0.597 -1.934 0.093
O -1.792 0.017 0.703
O 1.305 2.113 1.045
C -1.209 -1.030 0.554
C 0.782 0.109 -0.206
H -2.567 -2.277 0.966
N 0.089 -1.061 0.073
H 1.839 -0.153 -0.200